No. 1
Molecular formula: C10H37BO11
Method: DFT, ωB97M-V/def2-TZVPD

Results
HOMO-LUMO gap: 5.190 eV
energy relative to the best compared isomer or geometry (same formula, charge and spin): 170.3 kcal/mol
molecular weight: 344.21 g mol⁻¹
HOMO energy: -7.10 eV
E_tot: -34156.839 eV

Geometry as XYZ:
```
59
Properties=species:S:1:pos:R:3:forces:R:3
O -0.996944 -0.163638 0.137591 -0.5537 0.7248 -0.1529
H -0.486784 0.469192 -0.373159 0.3956 0.5884 -0.7886
H -0.781764 -1.062208 -0.122899 0.1210 -1.6177 -0.2873
H -0.840324 0.022672 1.066231 -0.0202 -0.1506 1.1463
B -1.314324 -4.785158 -1.368409 -0.1527 0.1224 -0.0950
H -0.737894 -4.408148 -0.537859 2.3191 1.9113 3.8544
H -1.708584 -3.984978 -1.975459 -1.4222 3.2507 -2.7042
H -0.633594 -5.467578 -1.853349 2.7724 -2.4330 -2.4519
H -2.124914 -5.406408 -1.020219 -3.3658 -2.2564 1.6461
C 5.052496 -3.724108 -2.142529 -1.3809 -1.8711 -1.3383
C 4.828916 -5.165268 -2.817259 0.6166 1.8747 0.5973
O 4.108106 -4.940028 -3.987739 -1.0237 -0.7336 -0.4258
O 3.862516 -3.217388 -1.427119 1.7550 -0.9285 0.0005
H 5.085536 -3.036308 -2.987479 0.8946 -0.1339 0.0400
H 6.012546 -3.922668 -1.666099 -0.2729 1.1871 1.1811
H 4.385246 -5.900208 -2.145609 -0.4431 0.1477 0.2393
H 5.770216 -5.632508 -3.106639 0.3449 0.4225 0.0462
H 3.189516 -5.032678 -3.724649 -0.3552 0.0839 -0.5509
H 3.199646 -3.903018 -1.537159 -0.2711 -0.0277 0.2462
C -3.252584 6.263642 -1.189299 0.7323 0.9384 -0.2974
C -4.520624 5.576262 -0.665639 0.9902 0.7697 0.6985
O -4.784834 4.447152 -1.456519 0.1281 -0.1655 -0.4891
O -2.876984 7.456702 -0.451809 -0.8065 -0.3826 0.1925
H -3.383664 6.614692 -2.212869 -0.3352 -0.5397 -0.2758
H -2.339654 5.669182 -1.153469 -0.4365 -0.8606 -0.1280
H -5.330294 6.305932 -0.654779 -0.2034 0.0038 -0.2350
H -4.328984 5.322072 0.376831 -0.0426 -0.2064 0.1729
H -5.263444 3.770042 -0.972729 -0.0382 0.2120 0.1549
H -2.348354 7.953402 -1.080649 0.0161 0.2191 0.2134
C 0.410546 2.006742 5.045501 -0.0795 -2.9770 -0.4948
C 1.457826 2.249882 3.987771 -0.9895 0.7852 0.1964
O 0.924276 3.002992 2.867771 0.8803 -0.7596 0.6696
O -0.623484 1.066712 4.618671 -0.6482 1.3443 -0.8121
H -0.069074 2.918252 5.402171 0.0482 -0.2456 0.1224
H 0.979496 1.417102 5.764341 -0.0438 0.7574 0.9674
H 1.905616 1.296852 3.706101 -0.1831 0.1049 -0.5572
H 2.216366 2.787872 4.556351 0.4218 0.3823 -0.4544
H 1.077726 3.919992 3.106861 -0.1331 0.1748 -0.2755
H -0.509644 0.130442 4.797701 0.7003 0.2735 0.4801
C 3.304826 4.537472 -4.450849 -0.5060 -0.6696 0.4309
C 2.878236 3.144152 -3.815369 0.4416 0.9615 -0.6621
O 1.478876 3.059452 -3.674129 -0.1732 0.1432 -0.2148
O 2.712876 4.672772 -5.726149 -0.7565 -0.9190 -0.8496
H 4.380456 4.621012 -4.606219 0.1579 -0.0371 0.7460
H 2.846666 5.343602 -3.877829 0.6013 0.0028 0.7363
H 3.267256 2.948142 -2.816199 0.4002 0.4783 -0.1111
H 3.218456 2.339152 -4.466769 0.2486 -0.0301 -0.1482
H 1.163576 3.143092 -4.577009 -0.5340 0.0497 -0.1149
H 3.105026 5.386112 -6.235039 0.1010 -0.0122 0.2360
C -3.022724 -5.571808 4.537401 -0.2922 0.7595 -1.2024
C -4.138974 -4.731658 3.903221 -0.8471 -0.8821 0.1835
O -3.936864 -3.751888 2.876731 0.8218 -0.4486 1.2281
O -1.936874 -4.717118 4.761061 0.9069 -0.0839 0.4545
H -2.861734 -6.401878 3.849531 0.9796 -0.1063 -0.0513
H -3.382224 -6.016478 5.465381 -0.3000 0.0996 0.0415
H -4.609594 -4.291848 4.782521 -0.5826 0.5316 -0.6402
H -4.720554 -5.516628 3.419791 -0.9766 0.0636 0.4533
H -3.387044 -4.190218 2.223171 0.1610 0.0842 -0.4721
H -1.569514 -4.920928 5.624251 0.2129 0.0253 -0.0948
```
Positions in Å, forces in eV/Å.

No. 2
Molecular formula: C34H38ILaN6O6PSTe
Method: DFT, ωB97M-V/def2-TZVPD

Results
HOMO-LUMO gap: 6.455 eV
energy relative to the best compared isomer or geometry (same formula, charge and spin): 34.2 kcal/mol
molecular weight: 1083.17 g mol⁻¹
net charge: +1
HOMO energy: -9.31 eV
E_tot: -93473.280 eV

Geometry as XYZ:
```
89
Properties=species:S:1:pos:R:3:forces:R:3
La 18.522366 -12.519633 -3.491562 1.3836 -1.0828 -0.4247
C 24.790088 -18.036142 -0.293400 -0.4485 -1.3998 0.3090
O 24.285021 -19.434196 -0.029831 1.5022 2.6531 -0.0232
C 23.150741 -19.703814 -0.669499 -0.6813 -1.2758 -0.2599
C 22.816294 -19.227023 -1.921332 0.9202 1.7221 -0.1784
C 21.596774 -19.465701 -2.502202 0.1089 0.2859 -0.2050
C 20.748969 -20.306889 -1.852664 -0.5649 -1.8332 1.6381
C 21.120722 -20.978380 -0.636736 -0.2423 1.0470 -0.9557
C 22.312964 -20.627715 -0.035345 0.0341 -0.6727 1.2731
N 19.458662 -20.658207 -2.350351 -0.1749 0.8920 -0.2455
N 18.674429 -19.757985 -2.680544 -0.4212 0.8376 0.0667
C 18.908890 -18.306880 -2.439849 0.4003 -0.6112 -2.0019
C 19.213942 -17.779351 -1.218539 -1.2436 -0.3545 -0.1070
C 19.201424 -16.398128 -1.010228 0.7982 2.3816 -0.3928
C 19.127844 -15.480367 -2.076240 -0.2838 -1.1823 -0.0331
O 19.169944 -14.162794 -2.028310 0.2314 0.2262 0.6716
C 18.857223 -16.031094 -3.373241 -0.8633 -1.7305 0.7299
N 18.484525 -15.183049 -4.333496 0.7449 2.0640 1.1312
C 18.123813 -15.614659 -5.474393 -0.6377 -2.1615 -2.3729
C 18.047433 -16.989457 -5.894819 1.2963 1.1168 2.0579
C 18.384038 -17.880560 -4.888508 -0.8768 -0.6093 -1.0342
C 18.693629 -17.425367 -3.598092 0.8515 -0.4297 2.1790
H 25.259981 -17.739582 0.656622 -0.0368 -0.0562 -0.6137
H 23.933444 -17.389108 -0.541208 0.3019 -0.2114 0.3128
H 25.477851 -18.030593 -1.155987 -0.1238 -0.1145 0.5495
H 23.423103 -18.455458 -2.406997 0.1107 -0.5384 0.1549
H 21.353205 -18.910437 -3.405953 -0.1687 -0.4147 0.0850
H 20.388233 -21.637232 -0.166645 0.3462 0.0709 -0.2013
H 22.642355 -21.031681 0.978769 -0.5735 0.5297 -1.5758
H 19.231673 -18.460326 -0.381343 0.3805 0.0192 0.1981
H 19.354550 -15.924719 -0.033603 -0.0920 -0.5470 -0.1492
H 17.855600 -14.873083 -6.163627 -0.4502 1.0488 -1.0928
H 17.892438 -17.213043 -6.934678 -0.3394 -0.3021 -0.0066
H 18.312787 -18.959854 -5.047069 0.1386 0.3133 0.0161
N 23.590510 -16.377497 -4.575003 0.8342 -0.9993 0.6424
C 23.160711 -15.659276 -5.346330 -1.6375 1.2244 -0.8951
C 22.347403 -14.641136 -6.024653 2.1552 -0.4137 1.6341
C 22.660031 -14.090033 -7.231470 -1.2684 -0.2289 -1.1025
C 21.815946 -13.058934 -7.576810 0.1622 0.7543 -0.5034
C 20.967463 -12.455034 -6.672384 -0.9008 0.7900 -1.2595
N 20.708855 -12.939570 -5.471910 0.4398 0.3396 0.2830
C 21.458183 -13.984356 -5.192915 -1.1566 -2.1175 3.2279
H 23.322295 -14.510482 -7.970308 0.2911 -0.1277 0.1889
H 21.779059 -12.707930 -8.580706 0.3591 0.5110 -0.5545
H 20.429317 -11.553892 -6.986712 0.0095 -0.4529 0.1012
H 21.279422 -14.452438 -4.164843 0.3332 0.6585 -1.4522
N 14.793041 -13.766015 -4.435761 0.8227 2.7707 -3.5149
C 15.875316 -12.957201 -4.290084 -0.7613 1.0365 -0.7094
O 16.296169 -12.746825 -3.084409 -0.5314 -0.0045 0.1337
C 16.537279 -12.379329 -5.407687 0.0496 0.5329 -0.0638
I 14.516490 -17.214702 -2.596659 0.1252 -0.0793 -0.2076
H 14.722000 -14.438596 -3.780355 -0.9206 -2.8729 2.4932
H 14.332672 -13.828695 -5.365054 0.7276 -0.2171 1.3817
H 16.204860 -12.753091 -6.362724 0.0312 -0.1596 -0.2306
H 16.735278 -11.281731 -5.508505 -0.1744 -0.8385 0.7201
Te 15.488213 -15.896030 -0.475564 -0.0816 0.1935 0.0214
C 13.701097 -14.877986 -0.114751 1.2258 0.1985 -0.0970
C 12.591473 -15.388583 0.423766 -2.4835 -0.3711 0.7408
C 11.537577 -14.398909 0.544103 0.0975 -0.2721 -0.0069
C 11.905159 -13.167024 0.061089 -0.5654 -1.3200 0.7867
S 13.517358 -13.220171 -0.432561 0.7092 1.1614 -0.9452
H 12.447998 -16.445684 0.661829 0.1523 0.4333 0.0669
H 10.544467 -14.538967 0.987275 0.5139 -0.2944 -0.3171
H 11.206081 -12.346692 0.042520 0.4953 0.4000 -0.1224
C 22.128301 -12.729819 0.123236 1.1027 0.8334 0.7805
C 21.134258 -11.576430 0.098652 0.8550 0.9890 -1.5929
O 20.792929 -11.212958 -1.317944 -0.7007 0.0510 0.6930
P 19.918422 -9.868623 -1.784695 0.2229 -1.8797 0.3727
O 20.167757 -10.253565 -3.343532 0.7690 0.9205 -1.0095
C 21.428837 -9.719165 -3.925378 -0.8991 -0.2641 -0.5217
C 21.080233 -8.979865 -5.232066 1.2826 -0.1721 0.8223
O 18.368023 -10.490694 -1.967268 0.9683 0.3367 -0.0230
C 17.343502 -10.162415 -1.007840 0.0992 -0.7863 -0.2586
C 17.228609 -11.340623 -0.009925 -1.7541 2.5600 0.6994
H 22.251869 -13.058576 1.213124 0.1100 0.5346 -1.5475
H 23.099160 -12.397246 -0.342606 -0.7827 -0.3104 0.8378
H 21.827172 -13.584296 -0.448779 -0.6415 -0.4264 -0.2562
H 21.578122 -10.631346 0.448237 -0.1428 -0.5937 0.6097
H 20.241879 -11.837945 0.618351 -0.7147 -0.0397 0.3627
H 22.047851 -10.597327 -4.068364 0.2607 0.0303 -0.1026
H 21.918207 -9.059515 -3.195485 -0.2410 -0.1051 -0.1695
H 20.936946 -9.619709 -6.096421 0.5476 -0.1436 -0.0443
H 21.820410 -8.175892 -5.380112 -0.1668 -0.5533 -0.3888
H 20.151833 -8.501921 -5.117853 -1.2871 0.8260 0.4275
H 16.474438 -9.983752 -1.640360 -0.2888 -0.1785 0.4194
H 17.642523 -9.192946 -0.574323 -0.3003 -0.5086 0.3786
H 16.877181 -12.313598 -0.379679 0.1475 0.5134 -0.2051
H 16.478231 -10.892474 0.724755 0.7715 -1.1660 -0.5451
H 18.168738 -11.394242 0.505453 0.4023 -0.3834 0.3219
```
Positions in Å, forces in eV/Å.

No. 3
Molecular formula: C4H3O6Rb
Method: DFT, ωB97M-V/def2-TZVPD

Results
HOMO-LUMO gap: 6.486 eV
energy relative to the best compared isomer or geometry (same formula, charge and spin): 0.0 kcal/mol
molecular weight: 232.53 g mol⁻¹
HOMO energy: -7.83 eV
E_tot: -17134.320 eV

Geometry as XYZ:
```
14
Properties=species:S:1:pos:R:3:forces:R:3
O 1.586369 0.098264 1.713546 -1.3847 2.8102 -0.2634
C 0.947475 0.609364 0.821693 1.7088 -5.0169 1.0933
O -1.226595 1.198713 -0.117048 0.5271 1.4012 0.1670
C -1.733754 -0.037650 -0.326019 -1.0877 -2.9878 -0.1750
C -0.352715 1.341181 0.976002 -0.0771 0.8298 -0.8090
O -1.362357 -0.981884 0.411967 0.2979 0.6093 0.3247
O -2.562558 -0.152630 -1.253514 -0.1886 0.4847 -0.2590
H -0.809849 1.047691 1.929979 0.3641 -0.2793 -0.3054
H -0.112321 2.412352 1.045459 -0.1536 -0.1703 -0.0961
Rb -4.038345 -3.297723 -1.171971 0.6350 0.8668 0.1679
O 3.136897 -0.953671 -1.221823 0.0745 -0.6467 -1.2849
C 2.239855 -0.921140 -0.288470 0.3707 -0.9485 0.8521
O 1.407763 0.079329 -0.506299 -1.2157 2.4502 0.5505
H 2.880135 -0.442194 -2.013500 0.1292 0.5973 0.0372
```
Positions in Å, forces in eV/Å.